(1)
{
  "formula": "C37H51AgAsGeN4OSTe",
  "method": "the ωB97M-V functional and the def2-TZVPD basis",
  "e_tot_ha": -6860.51462,
  "max_force_ev_per_a": 0.5,
  "total_charge": -2,
  "s2": 0.76,
  "orbital_gap_ha": [0.149, 0.150],
  "spin_multiplicity": 2,
  "e_homo_ev": [-0.65, -0.69],
  "symbols": ["Ag", "C", "Ge", "C", "C", "C", "H", "H", "H", "H", "H", "H", "H", "H", "H", "H", "C", "C", "O", "N", "Te", "C", "C", "C", "C", "C", "C", "C", "C", "C", "C", "C", "C", "C", "C", "C", "C", "C", "C", "H", "H", "H", "H", "H", "H", "H", "H", "H", "H", "H", "H", "H", "H", "H", "H", "H", "H", "H", "H", "H", "H", "H", "H", "H", "C", "As", "C", "C", "S", "H", "H", "H", "H", "H", "H", "H", "H", "H", "N", "C", "C", "C", "C", "C", "C", "C", "N", "C", "C", "N", "C", "H", "H", "H", "H", "H", "H", "H"],
  "coordinates": [[-0.251, -0.347, 0.870], [1.276, -5.503, 0.749], [1.176, -3.586, 1.277], [3.076, -3.046, 1.504], [0.386, -3.611, 3.100], [0.266, -2.397, 0.102], [1.912, -6.087, 1.421], [1.675, -5.583, -0.265], [0.273, -5.937, 0.756], [3.366, -2.996, 2.556], [3.212, -2.062, 1.052], [3.737, -3.754, 0.997], [1.140, -3.392, 3.861], [-0.041, -4.594, 3.315], [-0.410, -2.868, 3.169], [-0.489, -2.935, -0.491], [-3.177, -1.780, 1.178], [-3.285, -0.247, 1.223], [-4.393, 0.237, 0.862], [-2.217, 0.426, 1.611], [-2.701, 2.532, 1.774], [-2.942, 5.004, 2.255], [-3.340, 5.885, 1.233], [-3.387, 5.426, -0.212], [-3.714, 7.210, 1.487], [-3.716, 7.726, 2.773], [-4.116, 9.152, 3.053], [-3.338, 6.871, 3.803], [-2.964, 5.551, 3.555], [-2.573, 4.698, 4.740], [-0.790, 2.773, 2.738], [0.173, 3.674, 2.250], [-0.023, 4.479, 0.995], [1.363, 3.874, 2.953], [1.627, 3.232, 4.152], [2.908, 3.466, 4.908], [0.671, 2.345, 4.624], [-0.514, 2.093, 3.936], [-1.474, 1.109, 4.560], [-4.081, -2.216, 1.610], [-2.286, -2.148, 1.686], [-3.125, -2.106, 0.134], [-2.668, 4.626, -0.380], [-3.174, 6.254, -0.895], [-4.372, 5.024, -0.471], [-4.002, 7.855, 0.657], [-4.323, 9.688, 2.125], [-3.328, 9.695, 3.583], [-5.016, 9.206, 3.674], [-3.334, 7.245, 4.828], [-2.891, 5.156, 5.682], [-1.490, 4.548, 4.781], [-3.021, 3.706, 4.656], [-0.331, 3.839, 0.171], [0.910, 4.976, 0.715], [-0.795, 5.235, 1.144], [2.093, 4.574, 2.553], [3.494, 4.267, 4.452], [3.528, 2.564, 4.921], [2.718, 3.739, 5.949], [0.851, 1.816, 5.558], [-0.920, 0.384, 5.164], [-2.029, 0.572, 3.793], [-2.177, 1.625, 5.220], [-2.228, 0.450, -1.702], [-0.540, 1.101, -2.325], [-1.025, 2.646, -3.378], [0.030, -0.235, -3.601], [1.003, 1.556, -0.996], [-2.902, 0.424, -2.560], [-2.617, 1.108, -0.926], [-2.083, -0.543, -1.281], [-1.700, 2.359, -4.185], [-0.121, 3.103, -3.776], [-1.522, 3.346, -2.709], [-0.731, -0.387, -4.367], [0.184, -1.151, -3.031], [0.971, 0.079, -4.047], [10.262, 2.574, 2.959], [9.168, 2.222, 2.966], [7.799, 1.783, 2.978], [7.176, 1.480, 4.187], [5.863, 1.057, 4.198], [5.156, 0.921, 3.003], [5.785, 1.223, 1.793], [7.094, 1.656, 1.781], [3.829, 0.492, 3.015], [3.158, -0.155, 4.046], [1.891, -0.342, 3.606], [1.754, 0.162, 2.331], [2.906, 0.649, 2.008], [7.717, 1.587, 5.117], [5.372, 0.853, 5.138], [5.255, 1.099, 0.860], [7.576, 1.885, 0.841], [3.646, -0.436, 4.961], [1.063, -0.819, 4.102], [3.123, 1.148, 1.077]]
}


(2)
{
  "formula": "C6H14S3",
  "method": "the ωB97M-V functional and the def2-TZVPD basis",
  "smiles": "C1CSCSC1.CCS",
  "e_tot_ha": -1431.56856,
  "max_force_ev_per_a": 0.7,
  "total_charge": 0,
  "orbital_gap_ha": 0.340,
  "e_homo_ev": -8.56,
  "symbols": ["C", "C", "S", "C", "S", "C", "H", "H", "H", "H", "H", "H", "H", "H", "C", "C", "S", "H", "H", "H", "H", "H", "H"],
  "coordinates": [[2.328, -4.809, -0.920], [0.980, -4.825, -0.206], [0.132, -3.223, -0.190], [0.016, -2.992, -1.976], [1.599, -2.896, -2.838], [2.206, -4.551, -2.419], [2.985, -4.046, -0.462], [2.807, -5.796, -0.777], [1.107, -5.092, 0.861], [0.310, -5.579, -0.664], [-0.604, -3.795, -2.419], [-0.505, -2.031, -2.146], [1.541, -5.304, -2.886], [3.196, -4.626, -2.909], [1.738, 0.690, 0.884], [1.113, 0.517, -0.493], [-0.702, 0.651, -0.490], [1.455, 1.665, 1.316], [2.838, 0.644, 0.811], [1.397, -0.109, 1.565], [1.442, 1.324, -1.176], [1.404, -0.449, -0.948], [-0.926, -0.396, 0.333]]
}


(3)
{
  "formula": "C3H3BrO",
  "method": "the ωB97M-V functional and the def2-TZVPD basis",
  "e_tot_ha": -2765.17373,
  "max_force_ev_per_a": 2.6,
  "total_charge": 0,
  "orbital_gap_ha": [0.178, 0.329],
  "e_homo_ev": [-8.28, -9.69],
  "symbols": ["C", "C", "C", "O", "Br", "H", "H", "H"],
  "coordinates": [[-0.827, -0.353, 0.362], [-0.091, 0.402, -0.548], [-0.106, 0.357, 1.438], [0.625, 1.086, 0.581], [1.790, -1.238, -2.932], [-1.423, -1.280, 0.217], [-0.101, 0.720, -1.650], [0.132, 0.306, 2.531]]
}


(4)
{
  "formula": "C3H3N2O2",
  "method": "the ωB97M-V functional and the def2-TZVPD basis",
  "smiles": "O=CNNC#C[O-]",
  "e_tot_ha": -376.01450,
  "max_force_ev_per_a": 4.7,
  "total_charge": -1,
  "orbital_gap_ha": 0.233,
  "e_homo_ev": -2.38,
  "symbols": ["O", "C", "N", "N", "C", "C", "O", "H", "H", "H"],
  "coordinates": [[1.298, 2.173, -0.848], [0.500, 1.228, -0.741], [0.399, 0.733, 0.540], [-0.873, -0.011, 0.965], [-0.809, -1.322, 0.579], [-0.039, -2.136, 0.103], [0.405, -3.064, -0.583], [-0.009, 0.563, -1.677], [0.668, 1.447, 1.319], [-1.540, 0.388, 0.344]]
}